Entry from the Open Molecules 2025 dataset: a 3-piece molecular cluster, C21H47N4O overall at a distorted geometry (ωB97M-V/def2-TZVPD).

Geometry as XYZ:
```
73
Properties=species:S:1:pos:R:3:lowdin_charge:R:1
C 8.268 -2.686 3.317 -0.069
C 8.807 -1.766 2.188 -0.254
O 8.077 -0.563 1.954 -0.145
C 6.674 -0.701 2.006 -0.234
C 6.057 -1.761 1.031 -0.158
C 4.942 -2.553 1.789 -0.205
C 4.640 -3.958 1.151 -0.153
C 3.086 -4.103 0.991 -0.153
N 2.459 -3.893 2.305 0.094
C 1.523 -2.992 2.530 -0.347
N 0.968 -2.766 3.761 0.178
C 0.119 -1.765 3.542 -0.091
N 0.107 -1.393 2.274 0.085
N 0.985 -2.175 1.609 0.157
H 9.103 -3.272 3.734 0.082
H 7.589 -3.428 2.845 0.062
H 7.684 -2.157 4.082 0.078
H 9.823 -1.450 2.492 0.120
H 8.956 -2.315 1.235 0.114
H 6.277 -0.849 3.034 0.109
H 6.269 0.283 1.698 0.126
H 6.791 -2.412 0.535 0.108
H 5.545 -1.204 0.220 0.112
H 5.337 -2.768 2.800 0.097
H 4.044 -1.921 1.893 0.102
H 5.120 -4.063 0.163 0.118
H 4.968 -4.765 1.831 0.114
H 2.795 -3.321 0.267 0.114
H 2.788 -5.074 0.563 0.128
H 2.744 -4.457 3.098 0.175
H -0.494 -1.280 4.301 0.157
H -0.458 -0.659 1.862 0.169
H 1.136 -2.082 0.614 0.182
C -3.220 -1.340 1.498 -0.118
C -3.246 -0.365 0.325 -0.270
C -3.789 1.015 0.696 -0.223
C -5.242 1.032 1.175 -0.221
C -6.256 0.454 0.188 -0.264
C -6.321 1.226 -1.124 -0.107
H -4.221 -1.544 1.878 0.076
H -2.789 -2.295 1.186 0.071
H -2.614 -0.946 2.320 0.048
H -3.822 -0.795 -0.497 0.105
H -2.221 -0.241 -0.050 0.092
H -3.681 1.678 -0.167 0.091
H -3.161 1.445 1.485 0.108
H -5.518 2.067 1.400 0.115
H -5.324 0.489 2.122 0.102
H -7.243 0.473 0.655 0.109
H -6.036 -0.599 -0.017 0.100
H -6.577 2.273 -0.948 0.081
H -7.085 0.799 -1.777 0.076
H -5.371 1.190 -1.661 0.050
C -0.929 5.053 -3.492 -0.111
C -2.418 5.066 -3.164 -0.267
C -2.935 3.725 -2.642 -0.239
C -2.823 2.559 -3.626 -0.233
C -3.533 2.764 -4.965 -0.265
C -5.041 2.939 -4.826 -0.105
H -0.698 4.350 -4.295 0.065
H -0.606 6.042 -3.823 0.072
H -0.337 4.783 -2.615 0.072
H -2.987 5.379 -4.043 0.102
H -2.597 5.825 -2.397 0.106
H -3.978 3.846 -2.336 0.098
H -2.384 3.463 -1.731 0.100
H -3.230 1.661 -3.145 0.094
H -1.767 2.342 -3.818 0.099
H -3.339 1.892 -5.596 0.105
H -3.111 3.623 -5.495 0.101
H -5.486 2.071 -4.332 0.067
H -5.503 3.040 -5.809 0.073
H -5.292 3.831 -4.250 0.068
```

Properties
Kohn-Sham gap   8.9 eV
Highest occupied orbital energy   -11.817 eV
2S+1   1
DFT total energy   -30540.3332 eV
Net charge   +1